12
Properties=species:S:1:pos:R:3:forces:R:3 method="wB97M-V/def2-TZVPD" homo_ha="-0.2720 / -0.2588" de_lowest_kcal_mol=97.2 lumo_ev="0.20 / 0.08" spin_multiplicity=1 largest_force_ev_per_a=2.70 mol_weight_g_mol=106.15 orbital_gap_ev="7.60 / 7.13"
C -1.82384 1.36002 -0.56376 2.1 -1.7 -0.1
C -0.08241 -0.76061 -0.00457 -1.5 2.2 -0.3
C 1.04249 0.19376 0.14128 -1.4 1.6 -1.4
O 0.13001 -2.01405 0.37481 -0.4 -2.2 1.3
O 2.25242 -0.37054 -0.12935 1.9 -0.4 -0.3
S -1.66607 -0.31917 -0.35327 -0.5 0.7 0.3
H -2.75658 1.88030 -0.50091 -0.1 -0.1 -0.2
H -0.82829 1.72055 -0.84401 -1.0 0.9 0.2
H 0.96546 0.74518 1.07109 0.2 -0.2 1.1
H 0.90075 1.07727 -0.55236 0.3 -1.2 0.2
H -0.53786 -2.29253 1.05701 0.9 0.2 -0.9
H 2.40390 -1.22018 0.30405 -0.5 0.2 0.1